A cluster of 6 separate species, C31H60BrF9O16PS in total. Source: the Open Molecules 2025 dataset; level of theory: ωB97M-V with the def2-TZVPD basis set.

Net charge   +1
Total energy   -180498.12575 eV
Kohn-Sham gap   9.4 eV
E_HOMO   -11.99 eV

Each line ends with the Löwdin charge.
Atoms and positions in Å:
C -3.2871 2.1011 -0.9187  -0.07
C -1.8064 1.9835 -0.6585  -0.22
O -1.0925 1.0640 -1.5473  -0.25
P -1.2754 1.0763 -3.1023  0.93
C -0.7761 2.5995 -3.9035  -0.26
C 0.0162 3.6266 -3.0433  -0.21
C 1.1694 4.2870 -3.8083  -0.16
C 2.3679 3.3943 -4.1704  -0.07
C 3.4246 3.3559 -3.0621  -0.44
F 2.9232 3.7167 -1.8523  0.11
F 4.3962 4.2691 -3.3555  0.12
C 4.2301 2.0165 -2.9290  -0.43
F 5.4005 2.2573 -2.3472  0.15
F 4.4517 1.5558 -4.1676  0.14
S 3.4111 0.6308 -1.9062  0.79
F 3.2235 -0.3099 -3.1766  -0.15
F 4.8048 -0.0413 -1.6095  -0.11
F 3.5313 1.5393 -0.6173  -0.12
F 1.9578 1.2658 -2.2144  -0.17
F 2.6826 -0.4688 -1.0306  -0.11
C -0.4651 -0.4450 -3.6482  -0.79
Br 0.3861 -0.2584 -5.3670  0.82
C -1.4682 -1.6051 -3.5786  -0.31
C -2.4734 -1.6961 -4.7462  -0.12
H -3.6767 2.7830 -0.1581  0.10
H -3.5409 2.5404 -1.8857  0.07
H -3.7985 1.1501 -0.7643  0.09
H -1.3404 2.9676 -0.6652  0.12
H -1.6593 1.5687 0.3376  0.13
H -2.6202 0.8822 -3.4158  0.08
H -1.7086 3.0689 -4.2297  0.10
H -0.2222 2.3636 -4.8117  0.05
H 0.3624 3.2163 -2.0950  0.09
H -0.6820 4.4245 -2.7777  0.12
H 1.5108 5.1362 -3.2174  0.13
H 0.7579 4.6867 -4.7376  0.13
H 2.0535 2.3861 -4.4424  0.09
H 2.8652 3.8207 -5.0397  0.14
H 0.3307 -0.6376 -2.9283  0.06
H -2.0410 -1.5252 -2.6504  0.11
H -0.8943 -2.5315 -3.5420  0.12
H -2.3944 -2.6577 -5.2510  0.08
H -2.3666 -0.9033 -5.4857  0.05
H -3.4988 -1.6461 -4.3719  0.07
C -5.9934 4.6801 4.5755  -0.06
C -6.2408 3.3742 3.8548  -0.21
O -5.0393 2.8687 3.2370  0.02
C -4.1991 2.2498 4.0639  -0.62
O -4.3603 2.0547 5.2358  0.14
O -3.1322 1.8664 3.3530  -0.02
C -2.1099 1.2275 4.1295  -0.03
H -5.5428 5.4089 3.9009  0.08
H -6.9346 5.0841 4.9468  0.08
H -5.3232 4.5378 5.4218  0.08
H -6.9375 3.5112 3.0304  0.12
H -6.6481 2.6175 4.5235  0.12
H -2.5223 0.4090 4.7137  0.10
H -1.6293 1.9477 4.7885  0.10
H -1.3859 0.8440 3.4159  0.09
C 6.7846 0.1184 0.7227  -0.06
C 6.1869 -0.7861 1.7776  -0.20
O 7.0682 -1.8618 2.1308  0.05
C 8.0406 -1.5292 2.9804  -0.61
O 8.2115 -0.4344 3.4531  0.11
O 8.7705 -2.6089 3.2265  0.01
C 9.8793 -2.3925 4.1083  -0.03
H 7.0845 -0.4622 -0.1499  0.08
H 6.0576 0.8681 0.4188  0.06
H 7.6662 0.6348 1.1008  0.08
H 5.2883 -1.2743 1.4024  0.12
H 5.9167 -0.2291 2.6746  0.11
H 9.5523 -1.9188 5.0307  0.10
H 10.6319 -1.7750 3.6220  0.10
H 10.2866 -3.3760 4.3187  0.10
C -9.2800 -3.7593 -1.9847  -0.06
C -8.4855 -2.4728 -1.9817  -0.21
O -7.4583 -2.4767 -2.9923  0.03
C -7.8823 -2.2078 -4.2266  -0.62
O -9.0036 -1.9280 -4.5499  0.13
O -6.8330 -2.2856 -5.0493  -0.01
C -7.1517 -2.0661 -6.4289  -0.03
H -8.6148 -4.6183 -1.8899  0.08
H -9.9807 -3.7668 -1.1505  0.08
H -9.8453 -3.8659 -2.9092  0.08
H -7.9481 -2.3515 -1.0430  0.12
H -9.1282 -1.6048 -2.1222  0.12
H -7.6978 -1.1347 -6.5570  0.10
H -7.7404 -2.8948 -6.8170  0.10
H -6.2005 -2.0157 -6.9505  0.09
C 1.2524 -6.3693 0.1110  -0.06
C 0.3525 -7.4553 -0.4353  -0.20
O -1.0253 -7.2299 -0.0877  0.05
C -1.6701 -6.3432 -0.8325  -0.62
O -1.2220 -5.7352 -1.7728  0.11
O -2.9169 -6.2405 -0.3717  0.01
C -3.7199 -5.2822 -1.0581  -0.04
H 1.1108 -6.2642 1.1870  0.08
H 2.2958 -6.6182 -0.0807  0.08
H 1.0345 -5.4103 -0.3581  0.07
H 0.5940 -8.4174 0.0104  0.13
H 0.4434 -7.5481 -1.5166  0.12
H -3.7041 -5.4569 -2.1317  0.09
H -3.3638 -4.2750 -0.8413  0.09
H -4.7324 -5.4021 -0.6854  0.09
C 6.6581 2.1758 4.6119  -0.06
C 5.9421 1.2923 5.6059  -0.21
O 5.6483 1.9835 6.8315  0.04
C 4.5802 2.7728 6.7985  -0.62
O 3.8310 2.9222 5.8664  0.11
O 4.4647 3.3628 7.9864  0.01
C 3.3697 4.2749 8.0963  -0.04
H 7.5575 2.6007 5.0582  0.09
H 6.9484 1.5896 3.7441  0.05
H 6.0199 2.9986 4.2881  0.08
H 6.5770 0.4585 5.8982  0.12
H 5.0181 0.8872 5.1923  0.12
H 2.4375 3.7984 7.8018  0.09
H 3.5459 5.1539 7.4784  0.10
H 3.3261 4.5621 9.1422  0.09